No. 1
{"formula": "C25H30BrCsF2KN5NaO6", "method": "ωB97M-V/def2-TZVPD", "elements": ["C", "C", "N", "N", "C", "C", "C", "C", "C", "C", "O", "C", "C", "C", "C", "C", "C", "C", "C", "C", "H", "H", "H", "H", "H", "H", "H", "H", "H", "H", "H", "H", "H", "H", "H", "H", "H", "H", "H", "C", "C", "O", "O", "H", "H", "H", "K", "N", "C", "C", "C", "C", "H", "H", "H", "H", "H", "F", "Cs", "C", "C", "N", "H", "H", "H", "F", "Na", "Br", "N", "O", "O", "O"], "xyz": [[0.1215, 2.8728, 1.3797], [-0.7704, 2.3007, 0.8464], [-1.6802, 1.5440, 0.2472], [-2.0909, 2.0038, -0.9842], [-2.9819, 1.1744, -1.4932], [-3.4557, 0.0265, -0.9762], [-3.0042, -0.4189, 0.3060], [-3.5400, -1.7038, 0.8131], [-2.4901, -2.7954, 1.1141], [-3.1350, -3.8848, 1.9510], [-1.9679, -3.3989, -0.0565], [-0.9851, -2.5639, -0.6494], [0.2692, -2.4098, 0.1819], [0.5972, -3.2480, 1.1794], [1.6925, -3.0106, 1.9563], [2.4768, -1.8985, 1.7358], [2.1396, -1.0480, 0.7348], [1.0408, -1.3163, -0.0503], [-2.1083, 0.4033, 0.8935], [-1.5279, 0.1332, 2.2424], [0.9108, 3.3866, 1.8529], [-3.3415, 1.5082, -2.4427], [-4.1638, -0.5420, -1.5360], [-4.1743, -2.0715, 0.0255], [-4.1995, -1.5617, 1.6482], [-1.7086, -2.4005, 1.7319], [-3.8026, -3.4470, 2.6742], [-2.3971, -4.4638, 2.4753], [-3.7405, -4.5157, 1.3280], [-0.6847, -3.0110, -1.5775], [-1.3726, -1.5798, -0.8917], [-0.0089, -4.1097, 1.3623], [1.9488, -3.6682, 2.7583], [3.3232, -1.6839, 2.3633], [2.6777, -0.1426, 0.5244], [0.7564, -0.6437, -0.8338], [-2.0679, -0.6801, 2.7156], [-0.4973, -0.1569, 2.0812], [-1.5691, 0.9949, 2.9033], [-6.5966, 1.7126, -0.4496], [-6.0359, 0.3529, 0.0181], [-5.3909, 0.4279, 1.1212], [-6.1915, -0.6203, -0.7175], [-6.2962, 2.3425, 0.3617], [-6.1146, 1.9948, -1.3886], [-7.6741, 1.7454, -0.5952], [4.6284, -0.3526, 0.1950], [3.1569, 2.0057, -3.6539], [3.1283, 3.3168, -3.2436], [4.0016, 4.0136, -4.0323], [4.5774, 3.0895, -4.9512], [4.0373, 1.8620, -4.6962], [2.6186, 1.2634, -3.2531], [2.4943, 3.6342, -2.4324], [4.2096, 5.0679, -3.9590], [5.3099, 3.2998, -5.7101], [4.2080, 0.9037, -5.1600], [0.7927, -4.3604, -1.1101], [0.0741, -0.0529, 3.8454], [2.9565, 2.9950, 4.0839], [3.6143, 1.9493, 3.3520], [4.1345, 1.0882, 2.8113], [3.3834, 3.9611, 3.8274], [1.8865, 2.9950, 3.8477], [3.0981, 2.8112, 5.1967], [0.5051, -6.1014, -0.2009], [-3.6422, 2.3917, 0.8812], [4.3793, 2.7708, 6.9492], [6.5929, 0.0102, -5.1109], [7.3770, 0.9736, -5.0530], [6.2444, -0.5766, -4.0541], [6.1234, -0.3629, -6.2031]], "forces_ev_per_angstrom": [[1.278, 0.951, 0.959], [-0.457, -0.902, -0.648], [1.471, 0.701, 0.796], [-0.388, 0.332, -0.440], [0.169, 0.931, -1.306], [0.171, -1.272, 0.288], [-0.436, 0.564, -1.150], [0.897, -0.651, -0.223], [-1.355, -0.569, 0.019], [-0.090, 0.316, -0.205], [0.431, 0.858, 0.280], [0.108, -0.399, 0.103], [-1.793, 0.970, -1.474], [-0.109, -1.476, 1.537], [0.402, -0.073, 0.582], [0.752, -0.077, 0.865], [-0.635, 0.944, -0.895], [0.091, 0.898, -0.265], [-0.676, -1.825, 1.177], [-3.664, 0.669, -5.228], [0.267, 0.317, 0.103], [-0.188, 0.151, -0.561], [-0.273, -0.239, -0.062], [-0.424, -0.316, -0.206], [-0.137, 0.315, 0.497], [0.840, 0.427, 0.145], [-0.213, 0.214, 0.443], [0.342, -0.467, 0.070], [-0.176, -0.462, -0.362], [-0.014, -0.434, -0.440], [-0.197, 0.221, 0.107], [-0.218, -0.490, -0.063], [0.106, -0.464, 0.312], [0.281, -0.014, 0.342], [-1.129, 0.244, 0.440], [-0.062, 0.397, -0.396], [-0.180, -0.126, -0.169], [-2.003, 0.137, -3.311], [-0.814, 0.491, -0.930], [0.336, -0.531, -0.054], [-0.435, 0.602, -0.058], [0.188, 0.311, -0.053], [-0.128, -0.425, 0.270], [-0.214, 1.105, 0.251], [-0.015, 0.042, -0.005], [0.004, -0.153, 0.047], [2.204, 0.116, -0.448], [0.082, 0.058, 0.012], [-0.041, -0.110, 0.111], [0.069, -0.034, -0.070], [-0.069, 0.179, -0.015], [-0.121, -0.069, 0.048], [-0.080, -0.071, -0.085], [-0.032, 0.017, -0.015], [0.006, 0.025, 0.004], [0.071, -0.046, 0.011], [0.080, -0.001, 0.011], [0.141, -1.491, 0.195], [7.708, -1.139, 9.551], [-0.603, 0.071, 0.398], [-0.249, 0.464, 0.453], [0.351, -0.980, -0.976], [0.038, 0.039, 0.117], [0.063, 0.055, -0.070], [0.228, 0.231, -0.616], [0.169, 1.092, -0.413], [-1.583, -0.054, 0.068], [-0.026, -0.125, 0.276], [-0.021, 0.165, 0.110], [0.031, -0.097, -0.010], [-0.084, -0.057, 0.210], [-0.044, 0.021, 0.014]], "mulliken_charge": [-0.406, -0.223, 0.474, -1.221, -0.760, -0.870, 0.450, -2.272, 1.171, -1.961, -0.452, -1.041, 0.344, 0.421, -1.383, -0.222, -1.080, -0.881, 2.742, -4.576, 0.685, 0.618, 0.678, 0.609, 0.344, 0.276, 0.358, 0.428, 0.413, 0.732, 0.190, 0.560, 0.429, 0.581, 1.072, 0.529, 1.562, 0.842, 0.414, -1.026, 0.937, -0.741, -0.700, 0.223, 0.222, 0.356, 1.065, 0.061, -0.449, -0.514, -0.387, -0.591, 0.177, 0.410, 0.385, 0.417, 0.486, -0.409, 0.866, -0.298, 0.342, -0.351, 0.331, -0.046, -0.102, -0.368, 0.921, -0.825, 0.905, -0.626, -0.629, -0.616], "homo_energy_ev": -4.62, "total_charge": -1, "homo_lumo_gap_ev": 2.091}

=====

No. 2
{"formula": "C3H5N3", "method": "ωB97M-V/def2-TZVPD", "elements": ["C", "C", "N", "N", "N", "C", "H", "H", "H", "H", "H"], "xyz": [[1.0286, -1.3503, -0.1226], [-0.0413, -0.4676, 0.3079], [0.8277, 1.6033, -0.1893], [-0.3472, 1.8083, -0.3634], [-1.3728, 0.8615, -0.3901], [-1.2132, -0.0905, 0.6617], [2.0075, -0.8807, -0.0127], [0.9690, -2.2835, 0.4492], [0.8611, -1.5935, -1.1769], [-0.7568, 2.7300, -0.5697], [-1.9627, -0.3370, 1.4059]], "forces_ev_per_angstrom": [[-0.023, 0.083, 0.031], [-0.135, 0.026, 0.143], [-0.585, 0.001, -0.071], [0.465, 0.055, 0.019], [-0.051, 0.081, -0.095], [0.269, -0.266, 0.132], [-0.133, -0.076, -0.031], [0.015, 0.040, -0.080], [0.065, -0.007, 0.067], [0.055, 0.005, 0.007], [0.059, 0.059, -0.122]], "mulliken_charge": [-0.923, 0.373, -0.551, 0.419, -0.593, -0.237, 0.299, 0.321, 0.260, 0.252, 0.380], "homo_energy_ev": [-7.98, -7.98], "homo_lumo_gap_ev": [8.311, 8.312]}